## w
# C56H154N14O14

14 unconnected molecules or ions with the total composition C56H154N14O14 (ωB97M-V/def2-TZVPD, OMol25).

Results
- orbital gap (eV) = 8.34
- LUMO energy (eV) = 0.153

CARTESIAN COORDINATES (ANGSTROEM)
1 C 9.591 -0.073 5.796
2 C 8.273 -0.698 5.350
3 C 7.079 0.298 5.207
4 O 5.948 -0.492 4.857
5 C 4.868 0.314 4.442
6 N 8.538 -1.244 4.019
7 H 9.980 0.723 5.160
8 H 10.366 -0.826 5.942
9 H 9.372 0.409 6.748
10 H 7.949 -1.498 6.016
11 H 7.275 0.892 4.314
12 H 6.905 1.017 6.008
13 H 4.039 -0.320 4.129
14 H 5.135 0.949 3.598
15 H 4.404 0.930 5.212
16 H 7.618 -1.313 3.607
17 H 9.128 -0.703 3.403
18 C -0.186 -7.604 -3.343
19 C -0.973 -6.757 -2.337
20 C -0.854 -5.201 -2.693
21 O -1.567 -4.427 -1.754
22 C -1.433 -2.977 -1.944
23 N -2.314 -7.158 -2.327
24 H -0.202 -8.638 -2.998
25 H 0.879 -7.408 -3.227
26 H -0.386 -7.473 -4.407
27 H -0.540 -6.895 -1.347
28 H -1.327 -5.113 -3.671
29 H 0.163 -4.826 -2.800
30 H -0.414 -2.600 -1.851
31 H -1.953 -2.449 -1.145
32 H -1.825 -2.675 -2.915
33 H -2.661 -7.241 -3.272
34 H -2.891 -6.467 -1.870
35 C 0.975 -1.074 6.640
36 C -0.530 -1.116 6.558
37 C -1.183 -0.001 5.644
38 O -0.806 1.346 6.050
39 C -1.573 2.424 5.414
40 N -0.975 -2.408 6.119
41 H 1.577 -1.154 5.735
42 H 1.362 -1.703 7.441
43 H 1.189 -0.052 6.953
44 H -0.910 -0.933 7.563
45 H -2.260 -0.172 5.634
46 H -0.914 -0.106 4.593
47 H -1.168 3.291 5.936
48 H -2.610 2.257 5.707
49 H -1.374 2.491 4.344
50 H -1.945 -2.265 5.876
51 H -0.516 -2.729 5.278
52 C -2.069 -2.851 -6.278
53 C -1.225 -1.646 -5.909
54 C -0.138 -1.416 -6.906
55 O 0.977 -0.663 -6.439
56 C 2.060 -0.441 -7.303
57 N -2.019 -0.424 -5.737
58 H -1.492 -3.709 -6.622
59 H -2.727 -2.689 -7.132
60 H -2.702 -3.163 -5.448
61 H -0.751 -1.851 -4.949
62 H -0.527 -1.208 -7.902
63 H 0.302 -2.402 -7.059
64 H 1.728 0.132 -8.168
65 H 2.545 -1.377 -7.582
66 H 2.692 0.233 -6.725
67 H -2.667 -0.508 -4.967
68 H -1.387 0.362 -5.691
69 C -3.465 3.844 -3.609
70 C -3.589 4.180 -2.148
71 C -3.535 5.646 -2.022
72 O -2.304 6.321 -2.356
73 C -1.126 5.735 -1.824
74 N -4.871 3.659 -1.701
75 H -4.254 4.241 -4.247
76 H -3.457 2.771 -3.801
77 H -2.469 4.216 -3.850
78 H -2.807 3.662 -1.593
79 H -3.622 5.907 -0.968
80 H -4.385 6.165 -2.464
81 H -1.266 5.294 -0.837
82 H -0.329 6.474 -1.747
83 H -0.723 4.986 -2.506
84 H -5.582 4.058 -2.298
85 H -5.159 3.942 -0.775
86 C 6.406 5.955 4.992
87 C 5.582 4.636 5.007
88 C 4.808 4.395 3.694
89 O 3.655 5.262 3.631
90 C 2.578 4.792 2.761
91 N 6.475 3.509 5.312
92 H 6.792 6.131 5.997
93 H 5.733 6.744 4.656
94 H 7.214 6.018 4.263
95 H 4.892 4.800 5.835
96 H 4.453 3.384 3.492
97 H 5.347 4.597 2.768
98 H 2.582 5.253 1.774
99 H 1.598 5.144 3.084
100 H 2.396 3.721 2.672
101 H 6.905 3.565 6.225
102 H 7.292 3.492 4.718
103 C -5.145 -2.687 7.501
104 C -4.886 -1.363 6.778
105 C -4.921 -1.419 5.263
106 O -3.666 -2.035 4.909
107 C -3.397 -2.127 3.548
108 N -5.795 -0.323 7.323
109 H -4.952 -2.511 8.560
110 H -4.479 -3.450 7.096
111 H -6.151 -3.073 7.335
112 H -3.919 -1.046 7.169
113 H -4.908 -0.415 4.840
114 H -5.842 -1.932 4.987
115 H -3.257 -1.093 3.232
116 H -4.229 -2.599 3.026
117 H -2.445 -2.628 3.373
118 H -6.644 -0.362 6.779
119 H -5.407 0.554 7.007
120 C 5.532 -2.564 1.188
121 C 4.650 -1.337 0.978
122 C 5.406 -0.060 0.897
123 O 4.431 0.945 0.860
124 C 4.937 2.216 0.567
125 N 3.718 -1.506 -0.139
126 H 4.941 -3.474 1.298
127 H 5.977 -2.495 2.180
128 H 6.245 -2.677 0.371
129 H 3.972 -1.181 1.817
130 H 6.035 -0.017 0.008
131 H 6.096 0.104 1.725
132 H 5.378 2.697 1.439
133 H 4.215 2.915 0.144
134 H 5.651 2.149 -0.254
135 H 3.156 -2.313 0.093
136 H 3.082 -0.728 -0.046
137 C -3.796 1.730 1.452
138 C -4.547 0.757 0.584
139 C -6.050 1.093 0.416
140 O -6.789 0.804 1.615
141 C -6.875 -0.569 1.900
142 N -3.879 0.806 -0.728
143 H -4.278 1.674 2.428
144 H -3.806 2.797 1.227
145 H -2.743 1.451 1.478
146 H -4.447 -0.234 1.027
147 H -6.565 0.525 -0.359
148 H -6.251 2.144 0.209
149 H -6.021 -0.969 2.446
150 H -7.000 -1.044 0.927
151 H -7.834 -0.757 2.383
152 H -3.984 1.682 -1.220
153 H -2.895 0.640 -0.569
154 C 2.251 -4.389 4.505
155 C 1.746 -3.549 3.330
156 C 1.781 -4.267 1.938
157 O 1.532 -3.273 0.905
158 C 1.412 -3.977 -0.341
159 N 0.367 -3.289 3.743
160 H 3.317 -4.619 4.488
161 H 1.700 -5.329 4.529
162 H 2.098 -3.988 5.507
163 H 2.360 -2.650 3.371
164 H 1.105 -5.122 1.939
165 H 2.814 -4.576 1.781
166 H 1.616 -3.374 -1.225
167 H 0.434 -4.457 -0.385
168 H 2.102 -4.815 -0.436
169 H 0.019 -2.503 3.212
170 H -0.118 -4.077 3.339
171 C -5.963 0.701 -4.003
172 C -5.510 -0.737 -3.700
173 C -5.531 -1.789 -4.890
174 O -6.780 -1.733 -5.574
175 C -7.818 -2.445 -4.889
176 N -4.134 -0.608 -3.361
177 H -6.410 1.250 -3.175
178 H -6.628 0.590 -4.860
179 H -5.246 1.436 -4.367
180 H -6.020 -1.167 -2.838
181 H -5.250 -2.790 -4.562
182 H -4.750 -1.499 -5.593
183 H -8.171 -2.001 -3.958
184 H -7.470 -3.430 -4.577
185 H -8.555 -2.641 -5.667
186 H -3.977 -1.577 -3.124
187 H -4.075 -0.174 -2.451
188 C 1.356 3.361 -6.357
189 C -0.133 2.995 -5.992
190 C -0.995 2.686 -7.268
191 O -0.905 3.835 -8.074
192 C -1.725 3.695 -9.216
193 N -0.065 1.833 -5.196
194 H 1.894 3.732 -5.484
195 H 1.206 4.152 -7.091
196 H 1.912 2.535 -6.801
197 H -0.683 3.765 -5.450
198 H -2.007 2.398 -6.986
199 H -0.696 1.773 -7.783
200 H -1.496 2.748 -9.705
201 H -1.431 4.492 -9.898
202 H -2.796 3.701 -9.010
203 H 0.379 1.020 -5.600
204 H 0.520 2.044 -4.400
205 C 1.229 0.346 2.458
206 C -0.036 0.203 1.692
207 C 0.149 0.677 0.241
208 O -1.025 0.318 -0.529
209 C -1.025 1.022 -1.740
210 N -0.343 -1.219 1.787
211 H 1.018 0.490 3.518
212 H 1.782 1.268 2.278
213 H 1.955 -0.456 2.320
214 H -0.896 0.693 2.148
215 H 0.969 0.085 -0.166
216 H 0.330 1.752 0.260
217 H -1.267 2.077 -1.604
218 H -1.849 0.701 -2.377
219 H -0.128 0.860 -2.337
220 H -1.002 -1.424 1.050
221 H 0.446 -1.788 1.517
222 C 1.781 -0.871 -3.276
223 C 3.022 -0.077 -3.434
224 C 2.974 1.223 -2.600
225 O 1.900 2.070 -3.001
226 C 1.959 3.435 -2.580
227 N 4.140 -0.874 -2.969
228 H 0.914 -0.323 -3.644
229 H 1.436 -1.000 -2.250
230 H 1.803 -1.827 -3.799
231 H 3.213 0.142 -4.485
232 H 3.981 1.626 -2.713
233 H 2.843 1.073 -1.528
234 H 2.874 3.915 -2.928
235 H 1.957 3.425 -1.490
236 H 1.120 3.975 -3.019
237 H 3.954 -1.267 -2.057
238 H 4.938 -0.273 -2.824

## x
# C56H154N14O14

14 unconnected molecules or ions with the total composition C56H154N14O14 (ωB97M-V/def2-TZVPD, OMol25).

Results
- orbital gap (eV) = 9.13
- LUMO energy (eV) = 0.532

CARTESIAN COORDINATES (ANGSTROEM)
1 C -20.630 -9.771 -12.025
2 C -21.493 -9.650 -10.798
3 C -22.975 -10.200 -10.910
4 O -23.693 -9.580 -11.928
5 C -25.103 -9.801 -11.691
6 N -20.886 -10.412 -9.717
7 H -20.930 -9.121 -12.837
8 H -20.669 -10.826 -12.398
9 H -19.567 -9.470 -11.811
10 H -21.706 -8.611 -10.466
11 H -23.436 -9.984 -9.922
12 H -22.988 -11.285 -11.010
13 H -25.683 -9.557 -12.628
14 H -25.368 -9.204 -10.768
15 H -25.108 -10.895 -11.425
16 H -21.012 -10.092 -8.801
17 H -19.875 -10.441 -9.910
18 C -17.355 -13.270 -9.704
19 C -17.632 -12.994 -11.157
20 C -18.971 -13.471 -11.594
21 O -18.976 -14.843 -11.644
22 C -20.184 -15.292 -12.225
23 N -17.381 -11.608 -11.482
24 H -17.950 -12.651 -9.010
25 H -16.333 -13.005 -9.525
26 H -17.462 -14.355 -9.409
27 H -16.986 -13.577 -11.745
28 H -19.020 -13.096 -12.617
29 H -19.803 -12.996 -11.000
30 H -21.011 -14.868 -11.697
31 H -20.150 -16.374 -12.062
32 H -20.172 -15.120 -13.314
33 H -17.572 -11.384 -12.464
34 H -17.862 -10.957 -10.900
35 C -30.116 -13.392 -10.721
36 C -29.244 -13.085 -11.931
37 C -29.880 -12.011 -12.826
38 O -28.997 -11.858 -13.903
39 C -29.291 -10.958 -14.833
40 N -27.976 -12.572 -11.436
41 H -29.573 -13.813 -9.866
42 H -30.882 -14.137 -10.926
43 H -30.446 -12.431 -10.276
44 H -29.037 -13.966 -12.544
45 H -29.953 -11.132 -12.240
46 H -30.942 -12.263 -13.181
47 H -30.198 -11.187 -15.378
48 H -28.513 -10.928 -15.626
49 H -29.410 -9.976 -14.310
50 H -27.583 -11.850 -11.982
51 H -27.224 -13.213 -11.115
52 C -15.642 -8.427 -19.232
53 C -16.926 -7.904 -19.763
54 C -18.135 -8.638 -19.306
55 O -18.304 -8.401 -17.872
56 C -19.597 -8.223 -17.424
57 N -17.063 -6.499 -19.506
58 H -14.766 -7.905 -19.582
59 H -15.440 -9.511 -19.432
60 H -15.643 -8.358 -18.089
61 H -16.959 -8.066 -20.855
62 H -17.938 -9.715 -19.439
63 H -19.085 -8.364 -19.843
64 H -19.535 -7.795 -16.416
65 H -20.195 -9.130 -17.372
66 H -20.292 -7.586 -17.934
67 H -16.930 -6.197 -18.532
68 H -16.349 -5.977 -19.998
69 C -19.130 -11.160 -14.861
70 C -18.480 -12.494 -15.224
71 C -19.134 -12.986 -16.518
72 O -20.509 -13.080 -16.434
73 C -21.049 -13.604 -17.675
74 N -17.042 -12.254 -15.297
75 H -18.587 -10.671 -14.065
76 H -20.167 -11.166 -14.674
77 H -19.172 -10.474 -15.791
78 H -18.669 -13.155 -14.409
79 H -18.651 -13.918 -16.840
80 H -18.828 -12.277 -17.329
81 H -22.121 -13.626 -17.566
82 H -20.667 -14.630 -17.885
83 H -20.866 -12.903 -18.490
84 H -16.594 -13.117 -15.326
85 H -16.783 -11.675 -16.074
86 C -16.720 -6.348 -10.158
87 C -17.542 -7.614 -10.693
88 C -16.875 -8.035 -11.956
89 O -17.261 -7.140 -12.977
90 C -16.730 -7.368 -14.216
91 N -17.585 -8.648 -9.657
92 H -16.582 -5.667 -11.019
93 H -15.762 -6.711 -9.760
94 H -17.386 -5.863 -9.431
95 H -18.537 -7.225 -11.007
96 H -17.163 -9.066 -12.227
97 H -15.775 -8.097 -11.888
98 H -15.677 -7.615 -14.107
99 H -16.779 -6.474 -14.787
100 H -17.191 -8.233 -14.688
101 H -18.051 -8.335 -8.836
102 H -16.675 -8.977 -9.370
103 C -22.749 -4.966 -13.118
104 C -21.785 -6.103 -13.065
105 C -21.285 -6.475 -14.460
106 O -22.343 -6.801 -15.303
107 C -22.697 -8.191 -15.272
108 N -20.650 -5.756 -12.201
109 H -23.619 -5.134 -13.775
110 H -22.273 -4.063 -13.601
111 H -23.110 -4.704 -12.064
112 H -22.370 -6.982 -12.666
113 H -20.456 -7.167 -14.440
114 H -20.800 -5.521 -14.745
115 H -23.551 -8.248 -15.896
116 H -22.936 -8.495 -14.272
117 H -21.843 -8.821 -15.654
118 H -19.885 -6.448 -12.218
119 H -20.273 -4.822 -12.305
120 C -22.222 -13.614 -7.365
121 C -20.810 -14.001 -7.909
122 C -19.813 -14.037 -6.716
123 O -19.788 -15.267 -6.054
124 C -18.806 -15.341 -5.037
125 N -20.810 -15.338 -8.604
126 H -22.218 -12.531 -7.193
127 H -22.320 -14.206 -6.474
128 H -23.041 -13.864 -8.016
129 H -20.491 -13.264 -8.681
130 H -19.978 -13.249 -5.879
131 H -18.753 -13.720 -6.937
132 H -17.810 -15.480 -5.425
133 H -18.963 -16.227 -4.375
134 H -18.738 -14.528 -4.379
135 H -20.673 -16.106 -7.935
136 H -20.034 -15.357 -9.263
137 C -27.708 -8.637 -8.587
138 C -27.836 -10.123 -8.884
139 C -26.653 -10.806 -8.351
140 O -26.600 -10.803 -6.888
141 C -26.244 -12.079 -6.408
142 N -29.117 -10.695 -8.481
143 H -27.596 -8.470 -7.578
144 H -28.589 -8.162 -8.936
145 H -26.853 -8.251 -9.138
146 H -27.776 -10.180 -9.931
147 H -25.718 -10.346 -8.798
148 H -26.651 -11.853 -8.680
149 H -26.878 -12.926 -6.838
150 H -26.447 -12.015 -5.322
151 H -25.197 -12.289 -6.612
152 H -29.196 -11.558 -8.903
153 H -29.152 -10.848 -7.493
154 C -26.907 -6.332 -11.876
155 C -27.767 -6.625 -13.134
156 C -29.051 -5.884 -12.993
157 O -29.709 -6.182 -11.760
158 C -30.184 -7.546 -11.652
159 N -27.252 -6.235 -14.427
160 H -25.943 -6.857 -11.934
161 H -27.336 -6.682 -10.998
162 H -26.704 -5.288 -11.731
163 H -27.915 -7.730 -13.169
164 H -29.699 -6.120 -13.816
165 H -28.837 -4.841 -12.851
166 H -29.345 -8.168 -11.329
167 H -30.581 -8.049 -12.516
168 H -30.964 -7.567 -10.871
169 H -26.429 -6.626 -14.778
170 H -27.047 -5.245 -14.311
171 C -25.476 -15.804 -12.358
172 C -24.650 -15.025 -11.385
173 C -24.172 -13.778 -12.006
174 O -23.465 -14.088 -13.167
175 C -22.617 -13.052 -13.534
176 N -25.456 -14.596 -10.241
177 H -24.926 -16.306 -13.157
178 H -26.246 -15.163 -12.817
179 H -26.057 -16.564 -11.866
180 H -23.802 -15.619 -11.065
181 H -23.495 -13.206 -11.389
182 H -25.068 -13.134 -12.195
183 H -23.335 -12.201 -13.763
184 H -22.024 -13.444 -14.316
185 H -21.938 -12.802 -12.803
186 H -25.462 -15.283 -9.486
187 H -25.114 -13.715 -9.867
188 C -18.322 -10.914 -5.144
189 C -19.208 -10.237 -6.158
190 C -20.670 -10.183 -5.733
191 O -21.495 -9.430 -6.594
192 C -22.824 -9.222 -6.030
193 N -18.624 -8.929 -6.402
194 H -18.567 -11.916 -4.827
195 H -18.351 -10.398 -4.149
196 H -17.287 -10.893 -5.450
197 H -19.239 -10.781 -7.112
198 H -20.697 -9.796 -4.746
199 H -21.064 -11.205 -5.739
200 H -23.442 -8.758 -6.751
201 H -22.650 -8.589 -5.125
202 H -23.236 -10.228 -5.715
203 H -18.444 -8.400 -5.527
204 H -19.085 -8.329 -7.068
205 C -25.316 -13.926 -17.942
206 C -25.455 -13.388 -16.493
207 C -25.588 -11.894 -16.448
208 O -26.682 -11.522 -17.245
209 C -26.707 -10.126 -17.712
210 N -26.497 -14.123 -15.781
211 H -24.621 -13.349 -18.572
212 H -26.269 -13.697 -18.403
213 H -25.053 -15.050 -17.956
214 H -24.542 -13.609 -15.921
215 H -24.653 -11.588 -16.905
216 H -25.592 -11.498 -15.409
217 H -25.732 -9.877 -18.214
218 H -26.906 -9.472 -16.848
219 H -27.486 -10.283 -18.445
220 H -26.906 -14.688 -16.491
221 H -26.154 -14.663 -15.018
222 C -20.256 -4.762 -7.408
223 C -20.954 -6.102 -7.774
224 C -22.320 -5.817 -8.491
225 O -23.020 -7.042 -8.680
226 C -24.277 -6.962 -9.302
227 N -20.075 -6.910 -8.563
228 H -19.614 -4.377 -8.237
229 H -19.605 -4.910 -6.577
230 H -21.080 -4.035 -7.151
231 H -21.147 -6.678 -6.850
232 H -22.103 -5.382 -9.533
233 H -22.896 -5.056 -7.949
234 H -24.132 -7.045 -10.405
235 H -24.933 -6.222 -8.912
236 H -24.852 -7.842 -9.022
237 H -19.873 -6.427 -9.442
238 H -20.612 -7.738 -8.818

It is w that is the least stable of them.